30
Properties=species:S:1:pos:R:3:mulliken_charge:R:1 method="wB97M-V/def2-TZVPD" lumo_ev=0.3 homo_lumo_gap_ha=0.3067 total_energy_ev=-31112.295 homo_ev=-8.058 e_above_lowest_kj_mol=1121.47 multiplicity=1
C 4.3569 -1.5232 3.4651 -1.35
C 3.8157 -1.5492 1.9080 -1.03
C 2.9478 -0.4482 1.4749 0.16
C 1.7133 -0.3223 2.3421 -0.84
H 1.2612 -1.0898 2.1373 0.68
H 1.9108 -0.1538 3.5500 0.16
O 0.8941 0.8211 2.1998 -0.36
C 0.3073 0.6086 0.8124 0.52
O 0.1928 -0.3599 0.1471 -0.44
S -0.6187 2.2469 0.5792 -0.21
C -1.6131 1.5213 -0.7247 0.41
N -1.6705 2.3028 -1.8445 -0.63
C -2.6880 1.8722 -2.5587 0.48
C -3.3727 1.7916 -3.7629 -0.61
C -4.1541 0.9767 -4.2677 -0.82
C -4.6001 -0.1832 -3.2661 -0.27
C -4.0613 -0.2485 -2.1107 -0.75
C -3.1141 0.5700 -1.6413 1.13
O -2.4205 0.5337 -0.7247 -0.22
H -4.3072 -1.3346 -1.4787 0.08
H -5.2012 -0.8703 -3.8305 0.37
H -4.7312 0.9197 -4.9827 0.67
H -3.1044 2.6187 -4.3313 0.34
H 3.5281 0.4415 1.9554 0.13
H 2.9783 -0.5698 0.3259 0.27
H 4.7236 -1.6210 1.2541 0.32
H 3.3629 -2.3317 1.9058 0.63
H 4.9553 -0.7176 3.5137 0.41
H 3.6300 -1.6036 4.2934 0.34
H 5.0787 -2.2980 3.6603 0.41

=====

30
Properties=species:S:1:pos:R:3:mulliken_charge:R:1 method="wB97M-V/def2-TZVPD" lumo_ev=0.5 homo_lumo_gap_ha=0.3686 total_energy_ev=-22335.612 homo_ev=-9.490 e_above_lowest_kj_mol=54.19 multiplicity=1
C 2.7763 -2.0058 -1.0886 -1.40
C 1.3677 -1.5545 -1.4008 0.89
O 1.0995 -0.5683 -2.0489 -0.59
N 0.4118 -2.4011 -0.9239 -0.22
H 0.6730 -3.0870 -0.2314 0.26
C -0.9786 -2.0217 -0.9410 -0.73
C -1.3882 -1.4831 0.4242 0.83
O -0.9053 -1.8572 1.4615 -0.60
O -2.3226 -0.5476 0.3090 -0.36
C -2.7134 0.1755 1.4725 -0.55
H -3.8040 0.1562 1.5352 0.37
C -2.2351 1.6300 1.3632 0.12
O -2.9616 2.5449 1.6591 -0.57
C -0.8669 1.7934 0.8253 0.80
C 0.2056 1.0341 1.2889 -0.23
C 1.4592 1.1994 0.7306 -0.52
C 1.6519 2.1020 -0.3018 -0.44
C 0.5925 2.8695 -0.7558 -0.55
C -0.6584 2.7292 -0.1861 -0.69
H -1.4939 3.3206 -0.5296 0.43
H 0.7418 3.5779 -1.5563 0.40
H 2.6277 2.2084 -0.7500 0.40
H 2.2890 0.6155 1.1006 0.48
H 0.0699 0.3347 2.1003 0.39
H -2.2813 -0.2963 2.3636 0.38
H -1.6053 -2.8831 -1.1930 0.27
H -1.1075 -1.2402 -1.6927 0.37
H 2.9329 -2.0109 -0.0121 0.33
H 3.4828 -1.3239 -1.5521 0.31
H 2.9406 -3.0107 -1.4698 0.43

=====

28
Properties=species:S:1:pos:R:3:mulliken_charge:R:1 method="wB97M-V/def2-TZVPD" lumo_ev=3.1 homo_lumo_gap_ha=0.2295 charge=-1 total_energy_ev=-27582.703 homo_ev=-3.115 e_above_lowest_kj_mol=197.48 multiplicity=1
C 2.0431 3.3876 2.9414 -0.60
C 3.2022 2.9258 2.3412 -0.18
C 0.8350 3.2158 2.2618 -0.24
C 3.0745 2.3135 1.0973 -0.57
C 0.6649 2.5708 1.0249 -0.58
C 1.8759 2.2166 0.3921 0.29
C -3.0369 -0.0903 -3.0576 0.54
C -0.3547 -1.1279 -2.5240 -0.29
C -1.7355 -0.6614 -2.6607 0.49
C -1.3112 -1.3121 -1.4186 1.03
C -1.7940 -2.7383 -1.1505 -1.57
C -1.0157 -0.4371 -0.1538 -1.11
O -2.8763 -1.3783 -3.4291 -0.47
O -3.7475 0.9359 -3.1495 -0.61
S 1.7761 1.2655 -1.0934 -0.55
H 1.9562 4.1805 3.6853 0.24
H 4.2156 3.0197 2.8067 0.28
H -0.0384 3.6589 2.6328 0.35
H 3.9150 1.9553 0.6001 0.40
H -0.2884 2.3700 0.5071 0.36
H -0.1484 -2.0228 -3.2208 0.25
H 0.3260 -0.1782 -2.3684 -0.16
H -1.5848 -3.3968 -2.0241 0.33
H -2.8037 -2.7587 -0.7234 0.30
H -1.0630 -3.2534 -0.5179 0.43
H -0.6000 0.5297 -0.3473 -0.28
H -0.3864 -0.9978 0.4805 0.43
H -1.9314 -0.3452 0.4240 0.48

=====

31
Properties=species:S:1:pos:R:3:mulliken_charge:R:1 method="wB97M-V/def2-TZVPD" lumo_ev="-1.4 / -1.6" homo_lumo_gap_ha="0.1989 / 0.2238" total_energy_ev=-44692.636 homo_ev="-6.832 / -7.721" multiplicity=2
Ag -3.6574 2.9994 7.8077 0.49
C -6.0811 -0.8127 8.0432 -0.75
N -6.7686 -0.2638 9.2398 0.08
C -7.6027 -1.1216 9.8780 -0.23
C -8.3599 -0.6903 10.9720 -0.68
C -8.2667 0.5896 11.4151 0.81
C -7.2694 1.3281 10.9063 -0.53
C -6.5192 0.9547 9.7948 -0.15
C -9.0492 1.2152 12.5244 0.77
C -9.4234 2.5447 12.4770 -0.80
C -10.1785 3.1215 13.4818 -0.34
N -10.6592 2.2724 14.4564 0.03
C -10.3205 1.0096 14.5626 -0.11
C -9.4359 0.5008 13.6734 -0.84
C -11.6275 2.9126 15.4007 -1.02
H -5.8664 -1.8431 8.3265 0.30
H -5.1887 -0.2171 7.8510 0.25
H -6.8856 -0.7936 7.3080 0.32
H -7.4668 -2.1383 9.5402 0.33
H -9.0943 -1.3342 11.4331 0.42
H -7.1494 2.3822 11.1084 0.41
H -5.8597 1.6811 9.3434 0.09
H -9.1109 3.1461 11.6361 0.44
H -10.5690 4.1283 13.4646 0.30
H -10.9101 0.4213 15.2502 0.43
H -9.1977 -0.5525 13.6780 0.39
H -11.8212 3.9809 15.3037 0.30
H -11.3078 2.6194 16.4006 0.35
H -12.5351 2.3406 15.2079 0.38
Cl -4.8386 1.7522 5.4652 -0.72
Cl -1.7235 4.7815 8.8952 -0.71

=====

36
Properties=species:S:1:pos:R:3:mulliken_charge:R:1 method="wB97M-V/def2-TZVPD" lumo_ev=2.8 homo_lumo_gap_ha=0.2373 charge=-1 total_energy_ev=-45565.459 homo_ev=-3.700 multiplicity=1
Ag 1.2471 -0.2737 1.3642 0.09
F 3.6124 1.6620 2.2419 -0.31
C 3.1589 0.3513 2.3162 0.29
F 3.2289 0.0569 3.6795 -0.31
C 4.2921 -0.4626 1.7022 0.69
F 4.4245 -0.1666 0.3891 -0.26
F 5.5113 -0.2719 2.2608 -0.30
F 4.0412 -1.7872 1.7961 -0.26
C 0.7527 -2.5854 -1.0464 -1.02
C -0.4907 -2.3090 -0.2506 0.11
C -1.7366 -2.8984 -0.3546 -0.60
C -2.5601 -2.2730 0.6140 -0.51
C -1.7716 -1.3305 1.2485 0.07
C -2.1339 -0.3809 2.3520 -1.15
N -0.5101 -1.3553 0.7287 0.31
H 1.1341 -3.5937 -0.8656 0.29
H 1.5341 -1.8773 -0.7595 0.12
H 0.5741 -2.4816 -2.1210 0.23
H -2.0191 -3.6871 -1.0390 0.41
H -3.6044 -2.4811 0.8033 0.42
H -2.3555 -0.9025 3.2872 0.29
H -3.0060 0.2259 2.0915 0.26
H -1.2966 0.2952 2.5392 0.18
C -1.7358 3.3176 -0.5402 -0.84
N -1.1263 2.5141 -1.5725 0.15
C -1.7358 1.9984 -2.7047 -0.11
C -0.8561 1.1753 -3.3005 -0.61
N 0.2873 1.1860 -2.5239 0.04
C 0.1406 2.0172 -1.4550 -0.21
S 1.2303 2.3036 -0.2355 -0.38
H -2.6883 3.7005 -0.8999 0.30
H -1.0705 4.1403 -0.2839 0.34
H -1.8872 2.7160 0.3571 0.27
H -2.7424 2.2558 -2.9828 0.39
H -0.9507 0.5793 -4.1896 0.39
H 1.1081 0.6225 -2.6459 0.24

=====

33
Properties=species:S:1:pos:R:3:mulliken_charge:R:1 method="wB97M-V/def2-TZVPD" lumo_ev=0.5 homo_lumo_gap_ha=0.3335 total_energy_ev=-33865.744 homo_ev=-8.602 multiplicity=1
O -1.9502 0.0489 -1.2511 -0.71
O -3.0012 -3.1175 1.6245 -0.52
O -3.8169 -1.5512 -0.0581 -0.77
O 2.7238 -0.2638 1.8900 -0.43
S -2.2584 2.9954 -1.6184 -0.27
B -2.8550 -1.9999 0.8571 0.49
C -1.6122 0.7654 -0.3259 0.62
C 1.5699 -1.0377 1.9027 -0.56
C 0.9962 -1.0385 0.6824 0.64
C 3.5354 1.6696 -1.2216 -0.51
C 2.4076 1.2496 -1.9770 -0.62
C 3.7511 1.1911 0.0567 -0.84
C 1.5312 0.3441 -1.4567 -0.36
C 2.8600 0.2559 0.6112 -0.21
C 1.7597 -0.2103 -0.1773 0.80
N -1.5596 0.2346 0.9575 -0.10
C -1.2263 2.1859 -0.4615 -0.44
C -0.2715 -1.7697 0.3360 -1.18
C -1.4850 -1.1975 1.0903 -0.28
H -3.8039 -3.5745 1.3610 0.30
H -3.3168 -0.8990 -0.5901 0.37
H -2.3330 1.8814 -2.3840 0.15
H 1.2667 -1.6681 2.7452 0.44
H 4.1596 2.4442 -1.6692 0.36
H 2.3193 1.6408 -2.9871 0.41
H 4.5622 1.6148 0.6319 0.39
H 0.6553 0.0522 -2.0240 0.51
H -1.1076 0.7790 1.7150 0.36
H -0.1656 2.2425 -0.7377 0.19
H -1.2951 2.7010 0.4966 0.37
H -0.1482 -2.8305 0.5519 0.62
H -0.4087 -1.7427 -0.7372 0.33
H -1.4828 -1.3954 2.1666 0.45

=====

48
Properties=species:S:1:pos:R:3:mulliken_charge:R:1 method="wB97M-V/def2-TZVPD" lumo_ev=-2.3 homo_lumo_gap_ha=0.2688 total_energy_ev=-220851.802 homo_ev=-9.617 multiplicity=1
C 3.3070 -1.7234 2.1538 -0.82
N 3.1568 -1.6054 0.6767 -0.04
C 1.7276 -1.7956 0.1648 -1.42
C 1.1100 -0.3221 -0.2016 -0.34
P 2.1992 0.2176 -1.6415 0.54
O 3.6094 1.1888 -1.1299 -0.47
Br 3.4803 -1.4384 -2.6387 -0.30
O 1.6617 0.6705 0.7917 -0.39
S 1.0846 2.2270 0.5947 1.42
O 0.5028 2.6431 2.0066 -0.65
O 2.1778 3.3438 0.3620 -0.67
C -0.2644 2.4326 -0.7448 -0.38
Br -1.4501 3.8221 0.1431 0.07
C -0.9737 1.0611 -1.2500 0.48
N -0.6437 0.5885 -2.6497 -0.54
C -0.3083 1.4529 -3.5905 0.78
O 0.1270 2.4609 -4.3987 -0.49
S -2.7404 1.4230 -1.6588 1.42
O -3.3926 0.4542 -2.7365 -0.55
O -2.8674 2.7564 -2.5205 -0.58
F -3.9215 1.6846 -0.5044 -0.24
C -0.5767 -0.2574 -0.2641 0.15
N -1.0169 -0.0905 1.1293 1.05
C -0.5171 -0.7247 2.3345 -0.74
C -2.3619 0.2804 1.5703 0.18
C -2.7674 1.6464 2.4718 -0.92
O -3.4988 -0.4817 1.5597 -0.52
C -1.2343 -1.6755 -0.7811 0.58
F -1.1880 -2.7891 0.2530 -0.33
F -2.7455 -1.6508 -0.9013 -0.29
C -0.8186 -2.4402 -2.1128 0.54
F 0.3885 -2.1609 -2.8521 -0.13
F -1.9141 -2.2684 -3.1515 -0.26
F -0.8131 -3.9451 -1.9169 -0.28
H 2.4812 -2.2909 2.7477 0.25
H 4.3194 -2.3166 2.3795 0.34
H 3.4355 -0.6613 2.6735 0.21
H 3.7915 -2.2992 0.1871 0.37
H 1.6895 -2.5850 -0.7305 0.36
H 1.1864 -2.3857 1.0230 0.30
H 4.1962 1.3722 -1.9206 0.33
H 0.2966 3.0779 -1.5531 0.50
H 0.6164 -0.9211 2.5067 0.06
H -0.8149 -0.0774 3.2984 0.36
H -1.0565 -1.7676 2.5634 0.34
H -3.4799 1.3420 3.3822 0.35
H -1.8086 2.0971 3.0194 0.20
H -3.3712 2.4313 1.8567 0.19

=====

34
Properties=species:S:1:pos:R:3:mulliken_charge:R:1 method="wB97M-V/def2-TZVPD" lumo_ev="-6.6 / -7.2" homo_lumo_gap_ha="0.3304 / 0.3112" charge=+2 total_energy_ev=-86755.013 homo_ev="-15.633 / -15.629" multiplicity=3
Ni 0.9911 -0.4222 1.1056 0.11
Cl 2.3104 -2.2474 1.8197 -0.03
C 2.2422 -1.6255 3.4825 -0.19
Cl 1.2789 -0.1321 3.3988 -0.06
H 3.2445 -1.3924 3.8241 0.38
H 1.7470 -2.3426 4.1273 0.37
C -0.6752 3.5756 0.6941 -0.72
C -1.8756 3.3105 0.0562 -0.53
C -2.2212 1.9970 -0.2248 -0.65
C -1.3561 0.9757 0.1385 0.67
N -0.1982 1.2474 0.7640 0.24
C 0.1364 2.5073 1.0351 -0.13
C -1.6094 -0.4559 -0.1424 0.68
C -2.7807 -0.9287 -0.7171 -0.68
C -2.9257 -2.2857 -0.9602 -0.56
C -1.8962 -3.1481 -0.6196 -0.72
C -0.7588 -2.6156 -0.0401 0.09
N -0.6176 -1.3074 0.1864 0.02
H -0.3729 4.5866 0.9260 0.43
H -2.5375 4.1186 -0.2239 0.47
H -3.1550 1.7814 -0.7214 0.37
H 1.0798 2.6651 1.5432 0.44
H -3.5763 -0.2429 -0.9653 0.41
H -3.8351 -2.6637 -1.4077 0.46
H -1.9713 -4.2124 -0.7900 0.45
H 0.0605 -3.2585 0.2539 0.37
N 3.4185 0.8961 -2.0833 -0.41
C 2.3503 0.2674 -1.5904 0.71
N 1.3963 -0.1435 -2.4456 -0.28
O 2.2429 0.0853 -0.3506 -0.51
H 3.5592 1.0072 -3.0728 0.19
H 4.1520 1.1957 -1.4650 0.24
H 1.5131 -0.0922 -3.4438 0.22
H 0.6398 -0.7000 -2.0913 0.14

=====

33
Properties=species:S:1:pos:R:3:mulliken_charge:R:1 method="wB97M-V/def2-TZVPD" lumo_ev="-3.9 / -5.8" homo_lumo_gap_ha="0.2241 / 0.1451" charge=+1 total_energy_ev=-43049.813 homo_ev="-10.045 / -9.706" e_above_lowest_kj_mol=244.73 multiplicity=3
Pt -0.3017 -0.4308 -1.6421 0.48
N -2.0398 -0.1063 -0.3224 -0.62
C -2.2779 -1.2485 0.6314 -0.46
C -2.4646 -2.6164 -0.0566 -0.52
C -1.3576 -3.0543 -0.9723 -0.45
N -1.2227 -2.1032 -2.1351 -0.52
H -1.7122 0.7495 0.1826 0.31
H -2.8597 0.1897 -0.8594 0.26
H -3.1611 -1.0622 1.2720 0.37
H -1.4217 -1.2449 1.3300 0.26
H -3.4267 -2.6576 -0.5971 0.30
H -2.5330 -3.3851 0.7257 0.33
H -1.6032 -4.0552 -1.3346 0.38
H -0.3400 -3.0712 -0.4938 0.11
H -2.1513 -1.9717 -2.5707 0.32
H -0.6840 -2.6223 -2.8392 0.36
Cl 3.4168 3.7241 2.2312 -0.18
C 2.4130 3.1524 1.0086 0.88
C 1.8832 4.0359 0.0587 -0.42
C 1.0651 3.5716 -0.9553 -0.52
I 0.4505 4.5927 -2.6870 0.20
C 0.6884 2.1600 -0.9751 0.67
O -0.2197 1.6542 -1.7921 -0.77
C 1.2758 1.2695 0.0151 0.35
N 0.9317 -0.0830 0.0163 -0.33
C 1.4750 -0.9120 0.9619 -0.11
C 2.2427 -0.4249 2.0126 -0.83
C 2.5701 0.8902 2.0710 -0.62
C 2.1166 1.7695 1.0579 0.15
H 2.1187 5.1047 0.1333 0.42
H 1.3144 -1.9766 0.8799 0.39
H 2.5498 -1.1214 2.8029 0.40
H 3.2651 1.2837 2.8417 0.36

=====

34
Properties=species:S:1:pos:R:3:mulliken_charge:R:1 method="wB97M-V/def2-TZVPD" lumo_ev="-13.3 / -13.5" homo_lumo_gap_ha="0.1802 / 0.1716" charge=+3 total_energy_ev=-165900.236 homo_ev="-18.222 / -18.131" multiplicity=1
Mo 0.2332 0.0875 0.3386 1.29
Cl 5.6538 5.0048 -0.4981 -0.06
C 4.5758 3.7132 -0.2994 0.05
C 5.0479 2.3900 -0.3381 -0.47
C 4.1940 1.3091 -0.1873 -0.77
C 2.8408 1.5593 -0.0337 0.80
O 1.9671 0.5405 0.0819 -0.40
C 2.3365 2.8876 0.0468 0.41
C 0.9952 3.1040 0.4574 0.02
O 0.1590 2.1799 0.6641 -0.68
C 3.2240 3.9596 -0.0762 -0.75
H 6.1079 2.2197 -0.4820 0.47
H 4.5716 0.2956 -0.2174 0.46
H 0.6531 4.1242 0.6502 0.52
H 2.8711 4.9795 0.0217 0.46
O -3.7378 -3.3047 -1.4541 -0.50
C -3.6075 -2.9609 -0.1043 -1.30
C -2.3617 -2.0067 -0.0383 1.12
C -2.2378 -1.6424 1.4390 -0.84
O -1.0663 -0.7327 1.7463 -0.37
C -2.7100 -0.8428 -0.9704 -1.11
Se -1.5369 0.7465 -1.0194 0.31
C -1.2051 -2.8367 -0.5858 -1.12
Se 0.5640 -1.9772 -0.6709 0.22
H -4.4879 -3.8974 -1.5980 0.37
H -3.4271 -3.8342 0.5333 0.50
H -4.4874 -2.4303 0.2773 0.52
H -2.0666 -2.5291 2.0476 0.48
H -3.1168 -1.1004 1.7860 0.49
H -1.0504 -0.5429 2.7021 0.26
H -3.6483 -0.3650 -0.6700 0.62
H -2.8320 -1.1970 -1.9945 0.66
H -1.4246 -3.1901 -1.5930 0.66
H -0.9905 -3.7105 0.0386 0.64

=====

33
Properties=species:S:1:pos:R:3:mulliken_charge:R:1 method="wB97M-V/def2-TZVPD" lumo_ev=-0.5 homo_lumo_gap_ha=0.3019 total_energy_ev=-44594.107 homo_ev=-8.760 e_above_lowest_kj_mol=0.00 multiplicity=1
N -1.8805 2.3052 0.8125 -0.75
C -1.4596 1.1155 0.0418 -0.99
C -0.3310 0.2992 0.6344 1.00
C 0.7882 0.8935 1.3365 0.96
C 0.8631 2.3857 1.5497 -1.71
C 1.2405 3.1107 0.2969 0.70
O 0.5069 3.7686 -0.3454 -0.48
Cl 2.9165 2.8787 -0.2197 -0.18
C 1.8298 0.1446 1.7997 -0.92
C 1.8435 -1.2555 1.6112 0.23
N 2.7799 -2.1254 1.9834 -0.79
S 2.2519 -3.5741 1.5114 0.13
N 0.8813 -3.1614 0.8114 -0.60
C 0.7462 -1.8322 0.9417 1.07
C -0.3478 -1.0654 0.4441 0.28
C -1.4278 -1.8354 -0.2775 -1.86
C -1.5022 -1.5724 -1.7878 -0.52
C -0.1449 -1.6070 -2.4726 -0.46
O 0.2674 -0.2661 -2.6998 -0.48
H -2.8433 2.4906 0.5554 0.30
H -1.3751 3.1071 0.4470 0.22
H -2.3193 0.4606 0.0006 0.60
H -1.2272 1.3495 -0.9965 0.29
H -0.0444 2.8125 1.9405 0.46
H 1.6519 2.5796 2.2725 0.50
H 2.6503 0.6248 2.3104 0.40
H -1.2659 -2.8895 -0.0978 0.41
H -2.3921 -1.5910 0.1671 0.43
H -2.1326 -2.3470 -2.2177 0.47
H -2.0013 -0.6332 -1.9851 0.37
H 0.5606 -2.1375 -1.8311 0.28
H -0.2108 -2.1598 -3.4086 0.38
H 1.1277 -0.2735 -3.1283 0.27

=====

32
Properties=species:S:1:pos:R:3:mulliken_charge:R:1 method="wB97M-V/def2-TZVPD" lumo_ev=0.6 homo_lumo_gap_ha=0.3123 total_energy_ev=-42546.706 homo_ev=-7.927 e_above_lowest_kj_mol=5.42 multiplicity=1
C -1.9337 -2.8307 -0.2382 -0.83
H -2.7627 -2.2844 -0.6829 0.20
O -0.9142 -1.8930 -0.0135 -0.08
C 0.2374 -2.4461 0.5867 -0.89
C 1.2242 -1.3124 0.8347 -0.25
H 0.7060 -0.5445 1.4127 0.29
H 2.0723 -1.6751 1.4149 0.37
C 1.6982 -0.7038 -0.4924 -0.98
N 2.0577 0.6783 -0.3325 0.12
C 1.2187 1.7416 -0.0997 -0.03
N 1.8917 2.8152 0.1786 -0.74
N 3.1934 2.4523 0.1290 0.10
C 3.3447 1.1355 -0.1685 0.29
S 4.7357 0.2819 -0.3082 -0.45
H 3.9286 3.1174 0.3004 0.18
C -0.2390 1.6473 -0.1419 0.43
C -0.8912 1.1335 -1.2587 -0.05
C -2.2656 1.0019 -1.2654 -0.90
C -2.9920 1.3850 -0.1490 0.43
C -2.3600 1.9279 0.9591 -0.72
C -0.9852 2.0615 0.9574 -0.33
H -0.4785 2.4801 1.8131 0.43
H -2.9398 2.2365 1.8146 0.44
Cl -4.7071 1.1926 -0.1434 -0.22
H -2.7725 0.6025 -2.1295 0.46
H -0.3283 0.8578 -2.1375 0.57
H 2.5858 -1.2220 -0.8649 0.42
H 0.8903 -0.7829 -1.2202 0.25
H 0.6805 -3.2098 -0.0713 0.40
H -0.0279 -2.9287 1.5394 0.44
H -1.6045 -3.6223 -0.9229 0.32
H -2.2632 -3.2931 0.7001 0.32

=====

Q: Look up the multiplicity of the fifth one.
A: 1

=====

Q: Which value of multiplicity does entry 1 give?
A: 1